A structure of composition C24H20InN4O17S2V in a non-equilibrium geometry. Source: the Open Molecules 2025 dataset; level of theory: ωB97M-V with the def2-TZVPD basis set.

Geometry (Å):
C1 10.318 -8.397 13.087
C2 11.129 -2.112 22.156
C3 10.591 -1.441 23.282
C4 8.993 -4.243 15.918
H1 7.584 -3.984 12.899
H2 9.952 -4.403 12.210
H3 11.938 -9.703 12.424
O1 12.431 -0.555 21.337
C5 9.615 -7.790 14.110
O2 10.101 -6.831 18.963
H4 12.167 -10.677 14.779
C6 8.301 -4.171 13.685
C7 11.152 -10.730 25.364
C8 10.303 -4.477 15.506
O3 11.119 -9.085 17.890
C9 11.318 -9.464 25.828
N1 11.029 -9.791 16.912
C10 10.936 -8.389 25.015
C11 10.793 -9.263 15.572
O4 11.197 -11.004 16.918
O5 9.665 -3.832 18.086
O6 11.800 -9.380 20.406
C12 10.632 -10.978 24.045
C13 11.566 -9.815 14.533
C14 10.588 -4.561 14.169
O7 13.538 -7.522 19.563
O8 7.983 -7.968 19.078
H5 10.138 -7.743 23.155
O9 9.607 -7.993 20.758
C15 10.502 -8.555 23.766
H6 7.813 -3.204 23.456
C16 7.947 -4.242 15.019
H7 11.558 -4.743 13.731
O10 13.906 -5.065 19.443
O11 12.256 -6.233 20.878
N2 10.314 -12.356 23.582
S1 8.916 -7.163 19.789
O12 9.532 -12.543 22.642
O13 8.097 -6.119 20.313
O14 7.728 -4.778 17.825
H8 8.907 -1.506 24.665
C17 10.441 -3.146 21.478
H9 9.818 -10.005 22.293
H10 8.712 -4.419 21.608
N3 8.811 -4.376 17.368
H11 10.122 -8.172 12.049
O15 11.017 -13.216 24.007
O16 13.390 -2.510 21.703
C18 9.555 -4.323 13.212
C19 10.354 -9.836 23.215
H12 9.101 -8.052 16.174
N4 12.426 -1.724 21.711
H13 11.833 -9.179 26.734
H14 11.260 -0.780 23.813
H15 11.134 -4.539 16.193
C20 11.286 -9.398 13.228
H16 8.833 -7.073 13.908
O17 14.592 -6.217 21.319
H17 10.978 -3.493 20.608
C21 9.253 -3.564 21.987
H18 6.887 -4.191 15.217
H19 11.621 -11.546 25.892
S2 13.600 -6.248 20.280
C22 9.778 -8.282 15.365
In1 5.483 -6.477 19.451
C23 9.325 -1.823 23.720
V1 11.509 -7.886 19.930
C24 8.749 -2.838 23.060
H20 10.879 -7.355 25.322

Atoms 1-3, force components in eV/Å:
C 0.834 -0.397 -1.720
C -2.289 -0.840 1.524
C 0.972 -0.837 -0.986

Calculated values
calculated total energy: -4354.7358 hartree
⟨S²⟩: 2.039
spin multiplicity: 3
largest force on an atom: 4.1 eV Å⁻¹
frontier orbital gap (spin up / spin down): 7.969 / 5.261 eV



A cluster of 2 separate species, C5H8BrIO in total in a non-equilibrium geometry. Source: the Open Molecules 2025 dataset; level of theory: ωB97M-V with the def2-TZVPD basis set.

Geometry (Å):
C1 -1.012 0.443 0.659
H1 1.505 -1.815 -0.298
C2 0.401 -0.130 0.538
H2 0.852 -0.432 1.522
O1 1.440 2.444 2.445
Br1 3.248 0.271 -0.060
H3 -1.566 0.690 -0.431
H4 -1.671 -0.247 1.113
C3 0.399 -1.431 -0.276
I1 1.741 4.266 0.077
H5 -0.012 -1.384 -1.253
H6 -0.095 -2.373 0.176
H7 1.170 1.085 -1.043
C4 1.391 0.738 0.023
H8 -1.113 1.422 1.124
C5 1.330 2.559 1.301

Atoms 1-3, force components in eV/Å:
C -0.942 1.657 -3.422
H -1.951 0.777 -0.463
C -0.966 -2.743 2.055

Calculated values
calculated total energy: -3142.1571 hartree
largest force on an atom: 5.5 eV Å⁻¹
frontier orbital gap: 7.766 eV



A structure of composition C5H4Cl2CuF9O9S3 in a non-equilibrium geometry. Source: the Open Molecules 2025 dataset; level of theory: ωB97M-V with the def2-TZVPD basis set.

Geometry (Å):
Cl1 -2.784 3.625 -3.284
F1 4.180 2.441 3.500
F2 2.182 3.250 3.311
Cl2 -1.641 1.742 -0.894
O1 3.510 -0.049 2.002
F3 -3.554 -1.413 3.358
S1 2.431 0.655 2.661
S2 -1.767 -2.164 1.553
C1 -1.332 2.617 -3.444
O2 -2.350 -0.992 0.850
Cu1 -0.632 0.413 1.056
C2 1.134 -1.113 -3.030
H1 -0.498 0.758 -2.644
F4 -3.950 -3.341 2.423
C3 3.073 2.424 2.762
S3 1.203 -1.606 -1.194
O3 0.311 -0.618 -0.548
F5 0.081 -1.681 -3.619
O4 1.183 0.818 1.874
O5 -1.629 -3.393 0.817
F6 3.380 2.850 1.540
O6 2.593 -1.482 -0.845
C4 -1.407 1.358 -2.623
H2 -0.466 3.231 -3.201
O7 2.179 0.211 4.010
H3 -2.215 0.689 -2.908
C5 -3.002 -2.553 2.939
F7 2.233 -1.487 -3.660
H4 -1.141 2.374 -4.491
O8 -0.517 -1.641 2.109
F8 -2.441 -3.203 3.954
O9 0.648 -2.942 -1.177
F9 1.002 0.222 -3.156

Atoms 1-3, force components in eV/Å:
Cl -0.094 0.038 -0.222
F 0.077 0.123 0.133
F -0.082 0.208 -0.026

Calculated values
calculated total energy: -5524.3940 hartree
⟨S²⟩: 0.753
spin multiplicity: 2
largest force on an atom: 3.1 eV Å⁻¹
frontier orbital gap (spin up / spin down): 8.696 / 5.879 eV
total charge: -1



A structure of composition C40H37As2F10N10O15SZr in a non-equilibrium geometry. Source: the Open Molecules 2025 dataset; level of theory: ωB97M-V with the def2-TZVPD basis set.

Geometry (Å):
As1 0.340 -2.857 -0.372
C1 4.053 4.735 -0.362
H1 2.898 -2.797 -0.222
C2 -2.920 -0.101 -1.781
C3 -0.424 -4.601 0.309
H2 -2.155 1.733 1.825
H3 6.473 0.779 -1.184
O1 0.288 -4.351 2.542
H4 3.833 -3.847 -3.972
C4 -0.712 2.425 -2.181
H5 -2.009 -8.673 2.102
H6 3.434 -2.183 -4.453
N1 4.226 0.523 -2.467
N2 -0.778 2.822 -4.401
F1 -1.972 -0.852 -2.362
H7 -0.817 2.656 2.515
O2 2.166 -0.447 -0.659
H8 -0.339 -0.202 -5.253
N3 -1.848 -0.292 0.420
C5 0.051 -4.177 3.953
C6 0.238 0.725 -5.262
H9 2.507 1.606 3.428
H10 -0.252 -8.948 2.064
C7 3.349 -0.262 -0.223
O3 -0.683 -8.114 -0.262
O4 2.508 -2.844 -2.712
H11 4.472 -2.471 -3.027
C8 -2.906 0.143 -0.403
H12 -4.139 -4.093 -0.289
O5 -3.034 -4.870 -2.469
F2 3.293 3.875 -2.428
H13 1.025 -0.201 3.681
O6 5.082 1.187 -3.001
C9 0.252 -3.418 -2.239
C10 3.308 3.837 -1.096
F3 4.753 5.430 1.755
H14 -1.677 -0.685 3.770
H15 2.056 -5.732 -1.990
H16 0.900 -3.617 4.337
H17 1.641 -7.457 -2.044
H18 1.334 0.215 -2.374
N4 7.311 0.378 1.321
C11 0.568 0.762 3.485
C12 1.434 -3.513 -3.151
C13 -0.508 -5.762 -0.354
O7 1.366 -4.011 -4.244
H19 2.128 -3.643 1.166
H20 -4.012 -2.326 -0.083
H21 -2.383 -2.006 1.571
N5 2.715 -1.019 2.037
C14 -4.959 1.092 -2.175
N6 1.662 1.684 1.462
H22 -0.482 -1.471 2.756
C15 -2.278 -0.926 1.681
C16 2.569 2.881 -0.438
C17 4.978 -0.310 1.649
H23 -0.126 -0.567 -2.593
O8 -2.496 -3.153 -1.155
N7 -0.520 0.577 2.516
C18 -1.415 1.751 2.608
H24 0.125 1.199 -6.233
C19 -0.250 1.656 -4.220
H25 1.290 0.485 -5.098
C20 -4.023 0.871 0.030
C21 -3.894 -3.150 -0.772
H26 -4.517 -3.011 -1.653
H27 1.237 2.777 3.226
N8 0.325 0.264 -2.221
C22 4.029 4.603 1.011
C23 -0.795 -4.437 1.754
C24 -1.037 -8.254 2.352
H28 -0.881 -3.645 4.123
H29 -1.916 1.752 3.580
C25 -3.885 0.370 -2.651
Zr1 0.286 0.230 0.299
C26 -5.023 1.324 -0.816
O9 3.040 -1.458 3.103
N9 -0.206 1.378 -2.865
As2 -0.480 -6.249 -2.363
H30 -3.245 -0.547 2.002
C27 -2.203 -4.131 -2.011
O10 -1.928 -4.288 2.124
H31 2.307 -4.458 -0.387
C28 1.457 -6.483 -2.498
C29 -0.708 -7.075 0.350
C30 3.708 -0.495 1.134
H32 0.005 -5.156 4.425
F4 -4.178 1.219 1.318
C31 2.465 2.701 0.944
O11 -0.864 -6.994 1.670
F5 3.414 3.612 2.982
S1 -0.858 2.568 -0.502
H33 -0.983 -8.022 3.410
H34 0.155 1.114 4.434
C32 5.952 0.147 0.796
F6 4.769 5.683 -0.954
N10 -1.053 3.279 -3.139
F7 -6.032 2.021 -0.311
C33 2.134 -3.498 0.088
H35 5.203 -0.506 2.687
O12 7.492 0.143 2.498
O13 8.141 0.790 0.538
H36 1.729 -6.518 -3.551
C34 -0.761 -4.278 -2.455
H37 -1.467 4.187 -3.008
C35 5.692 0.403 -0.540
C36 3.277 3.622 1.644
C37 -1.234 -0.682 2.769
O14 1.518 -1.059 1.681
C38 4.427 0.188 -1.038
F8 -3.781 0.098 -3.951
C39 3.633 -2.842 -3.611
C40 1.549 1.773 2.931
F9 1.924 1.993 -1.224
F10 -5.895 1.545 -2.995
O15 3.171 0.215 -3.007

Atoms 1-3, force components in eV/Å:
As -0.168 -0.206 -0.036
C 0.037 0.060 -0.035
H 0.026 0.029 -0.002

Calculated values
calculated total energy: -9137.5648 hartree
largest force on an atom: 1.2 eV Å⁻¹
frontier orbital gap: 5.888 eV
total charge: +1



- Which of these has the highest largest force on an atom?
  C5H8BrIO



- Look up the largest force on an atom of the first one.
  4.1 eV Å⁻¹



- The lowest calculated total energy belongs to which entry?
  C40H37As2F10N10O15SZr



- Look up the largest force on an atom of the first one.
  4.1 eV Å⁻¹